A cluster of 9 separate species, C57H45NO25S2 in total at a distorted geometry. Source: the OMol25 dataset; level of theory: ωB97M-V/def2-TZVPD.

The geometry in XYZ format:
```
130
Properties=species:S:1:pos:R:3
C -4.54 -3.43 -1.89
C -3.31 -3.09 -2.71
C -2.46 -4.34 -2.91
O -2.39 -5.15 -1.75
C -1.59 -4.72 -0.74
O -1.92 -4.91 0.41
C -0.25 -4.09 -1.11
S 0.75 -3.93 0.36
O 1.38 -2.38 0.03
C 2.43 -2.08 0.83
O 3.57 -2.41 0.63
O 2.06 -1.35 1.91
C 1.62 -0.03 1.60
O 1.94 0.27 0.27
N 2.67 1.48 0.19
O 2.87 1.75 -0.92
O -2.61 -2.09 -1.99
C -1.74 -1.28 -2.66
O -0.77 -0.85 -2.07
C -2.03 -0.86 -4.08
S -3.18 0.54 -4.09
H -4.26 -3.67 -0.88
H -5.12 -4.20 -2.36
H -5.15 -2.54 -1.87
H -3.68 -2.78 -3.68
H -2.98 -4.94 -3.64
H -1.48 -4.13 -3.32
H 0.24 -4.65 -1.89
H -0.43 -3.09 -1.49
H 2.14 0.64 2.26
H 0.55 0.02 1.74
H -1.10 -0.51 -4.48
H -2.41 -1.66 -4.69
H -3.82 0.35 -2.93
C -0.72 -1.99 7.03
C -0.66 -0.90 6.28
C -0.81 -0.98 4.80
O -0.75 0.03 4.12
C -1.04 -2.31 4.20
C -1.11 -3.40 4.95
C -0.95 -3.33 6.42
O -1.01 -4.33 7.11
H -0.61 -1.97 8.11
H -0.50 0.08 6.69
H -1.15 -2.34 3.12
H -1.27 -4.39 4.53
C 1.97 2.99 6.18
C 2.33 2.48 5.01
C 2.35 3.32 3.78
O 2.68 2.85 2.71
C 1.96 4.74 3.91
C 1.59 5.25 5.09
C 1.57 4.41 6.31
O 1.24 4.88 7.38
H 1.95 2.40 7.09
H 2.63 1.45 4.89
H 1.98 5.33 3.00
H 1.30 6.28 5.21
C 0.46 4.95 13.44
C -0.60 4.73 12.66
C -0.49 4.81 11.18
O -1.46 4.60 10.48
C 0.83 5.14 10.60
C 1.89 5.36 11.38
C 1.79 5.28 12.86
O 2.75 5.48 13.57
H 0.41 4.90 14.52
H -1.57 4.49 13.06
H 0.89 5.19 9.52
H 2.86 5.60 10.98
C -8.16 0.86 -7.27
C -8.19 2.03 -7.90
C -7.21 3.09 -7.59
O -7.24 4.16 -8.17
C -6.19 2.81 -6.56
C -6.16 1.64 -5.92
C -7.13 0.57 -6.23
O -7.10 -0.50 -5.66
H -8.86 0.06 -7.47
H -8.93 2.25 -8.66
H -5.49 3.60 -6.35
H -5.42 1.41 -5.16
C 3.61 -5.53 5.20
C 2.57 -5.07 4.52
C 1.39 -5.93 4.24
O 0.45 -5.51 3.61
C 1.42 -7.32 4.76
C 2.46 -7.78 5.45
C 3.64 -6.92 5.72
O 4.59 -7.33 6.35
H 4.48 -4.92 5.41
H 2.53 -4.06 4.13
H 0.55 -7.93 4.55
H 2.51 -8.79 5.84
C -4.87 -0.55 -10.47
C -4.62 -0.83 -11.74
C -4.66 0.23 -12.79
O -4.44 -0.03 -13.95
C -4.99 1.61 -12.35
C -5.24 1.88 -11.07
C -5.20 0.83 -10.03
O -5.42 1.08 -8.87
H -4.85 -1.31 -9.69
H -4.39 -1.83 -12.09
H -5.01 2.36 -13.12
H -5.48 2.88 -10.73
C 6.07 -0.32 0.00
C 6.03 0.74 -0.80
C 7.03 1.83 -0.70
O 6.99 2.81 -1.42
C 8.10 1.68 0.32
C 8.16 0.62 1.11
C 7.14 -0.47 1.01
O 7.20 -1.43 1.74
H 5.35 -1.12 -0.05
H 5.26 0.87 -1.56
H 8.83 2.48 0.37
H 8.93 0.49 1.86
C 4.93 2.36 -6.10
C 4.08 3.15 -6.75
C 2.88 3.71 -6.08
O 2.11 4.42 -6.68
C 2.66 3.36 -4.65
C 3.52 2.57 -4.00
C 4.71 2.01 -4.67
O 5.48 1.28 -4.08
H 5.81 1.94 -6.57
H 4.22 3.42 -7.79
H 1.78 3.78 -4.18
H 3.38 2.30 -2.96
```

Computed properties:
* total charge: 0
* E_HOMO: -8.9586 eV
* HOMO-LUMO gap: 7.113 eV
* SMILES string: C[C@H](COC(=O)CSOC(=O)OCON=O)OC(=O)CS.O=C1C=CC(=O)C=C1.O=C1C=CC(=O)C=C1.O=C1C=CC(=O)C=C1.O=C1C=CC(=O)C=C1.O=C1C=CC(=O)C=C1.O=C1C=CC(=O)C=C1.O=C1C=CC(=O)C=C1.O=C1C=CC(=O)C=C1
* calculated total energy: -4930.7691 Ha